(1)
The following is a quantum chemistry calculation of the molecule C9H13NO3, from the Open Molecules 2025 dataset.

The value obtained for the highest occupied orbital energy is -8.2 eV. Its gap between HOMO and LUMO is 8.74 eV. As for the structure (SMILES): Cc1c(O)c(=O)ccn1CCCO. The value obtained for the LUMO energy is 0.535 eV. As for the largest force on an atom: 2.59 eV/A. The relative energy (zero: lowest compared OMol25 entry of this formula, charge and spin) is 0.8237 eV.

Last column: Löwdin charge in e.
Geometry (Å):
C (0.426, 2.443, 0.069)  0.00
C (0.738, 1.014, -0.237)  -0.17
C (1.862, 0.423, 0.230)  -0.17
O (2.847, 1.059, 0.962)  0.05
C (2.160, -1.019, 0.051)  -0.37
O (3.227, -1.520, 0.440)  0.02
C (1.120, -1.754, -0.624)  0.02
C (-0.004, -1.103, -0.992)  -0.10
N (-0.208, 0.226, -0.880)  -0.04
C (-1.562, 0.708, -1.219)  -0.15
C (-2.492, 0.658, -0.037)  -0.15
C (-2.831, -0.809, 0.361)  -0.25
O (-3.858, -0.837, 1.348)  -0.05
H (1.278, 2.782, 0.613)  0.07
H (0.313, 3.093, -0.795)  0.09
H (-0.472, 2.614, 0.630)  0.07
H (3.522, 0.383, 1.110)  0.09
H (1.257, -2.815, -0.773)  0.12
H (-0.870, -1.682, -1.301)  0.13
H (-1.957, 0.162, -2.096)  0.14
H (-1.508, 1.764, -1.613)  0.14
H (-3.456, 1.068, -0.412)  0.13
H (-2.211, 1.258, 0.812)  0.10
H (-3.187, -1.359, -0.510)  0.12
H (-1.942, -1.313, 0.715)  0.10
H (-3.541, -0.516, 2.170)  0.07



(2)
The following is a quantum chemistry calculation of a structure of composition C5H6O, from the Open Molecules 2025 dataset.

The value obtained for the highest occupied orbital energy (spin up / spin down) is -8.9 / -8.9 eV. Its gap between HOMO and LUMO (spin up / spin down) is 8.47 / 8.47 eV. The value obtained for the LUMO energy (spin up / spin down) is -0.420 / -0.421 eV. As for the largest force on an atom: 0.43 eV/A. The relative energy (zero: lowest compared OMol25 entry of this formula, charge and spin) is 5.4892 eV.

Last column: Löwdin charge in e.
Geometry (Å):
C (-0.958, 0.485, 0.630)  -0.11
C (-0.551, -0.756, -0.195)  -0.38
O (-0.659, -0.168, -1.500)  -0.15
C (0.133, 1.184, -0.173)  0.02
C (1.354, 0.427, 0.156)  -0.08
C (0.936, -0.849, 0.145)  -0.01
H (-1.972, 0.810, 0.389)  0.11
H (-0.772, 0.441, 1.704)  0.12
H (-1.127, -1.687, -0.125)  0.14
H (-0.289, 1.053, -1.330)  0.12
H (2.367, 0.809, 0.147)  0.11
H (1.540, -1.750, 0.151)  0.11



(3)
The following is a quantum chemistry calculation of the molecule C4H8O2, from the Open Molecules 2025 dataset.

The value obtained for the highest occupied orbital energy is -10.0 eV. Its gap between HOMO and LUMO is 11.07 eV. As for the structure (SMILES): OCC[C@H]1CO1. The value obtained for the LUMO energy is 1.091 eV. As for the largest force on an atom: 1.81 eV/A. The relative energy (zero: lowest compared OMol25 entry of this formula, charge and spin) is 2.5723 eV.

Last column: Löwdin charge in e.
Geometry (Å):
O (1.634, 1.047, 0.528)  -0.06
C (1.630, -0.238, -0.037)  -0.29
C (0.288, -0.927, 0.159)  -0.13
C (-0.765, -0.132, -0.620)  -0.21
C (-1.888, 0.501, 0.056)  -0.14
O (-0.871, 1.346, -0.423)  -0.10
H (0.848, 1.507, 0.189)  0.06
H (1.838, -0.219, -1.121)  0.12
H (2.429, -0.802, 0.449)  0.12
H (0.368, -1.987, -0.143)  0.12
H (0.052, -0.950, 1.234)  0.12
H (-0.758, -0.033, -1.693)  0.15
H (-1.841, 0.495, 1.140)  0.12
H (-2.878, 0.549, -0.387)  0.11



(4)
The following is a quantum chemistry calculation of a structure of composition C42H57AlBrN8O2SSi, from the Open Molecules 2025 dataset.

The value obtained for the highest occupied orbital energy is -9.6 eV. Its gap between HOMO and LUMO is 6.32 eV. The value obtained for the LUMO energy is -3.289 eV. Its charge is +1. As for the largest force on an atom: 0.83 eV/A. The relative energy (zero: lowest compared OMol25 entry of this formula, charge and spin) is 0.5955 eV.

Last column: Löwdin charge in e.
Geometry (Å):
Al (-0.378, -0.381, -0.627)  0.10
C (-3.326, -0.556, 1.019)  -0.02
O (-2.049, 0.093, 0.978)  -0.14
C (-1.808, 1.063, 1.897)  -0.19
C (-2.697, 1.485, 2.863)  -0.03
C (-2.297, 2.492, 3.736)  -0.67
Br (-3.505, 3.083, 5.058)  0.79
C (-1.048, 3.059, 3.652)  -0.07
C (-0.143, 2.619, 2.680)  -0.05
C (-0.534, 1.610, 1.798)  -0.17
O (0.271, 1.087, 0.830)  -0.06
C (1.199, 3.187, 2.565)  -0.24
N (2.044, 2.827, 1.623)  0.16
C (3.199, 3.575, 1.833)  -0.19
C (4.406, 3.609, 1.134)  0.00
C (5.381, 4.471, 1.590)  -0.07
C (5.174, 5.289, 2.713)  -0.07
C (3.985, 5.270, 3.412)  -0.01
C (3.008, 4.398, 2.946)  -0.18
N (1.723, 4.128, 3.388)  0.19
H (-3.417, -1.143, 1.934)  0.11
H (-3.360, -1.199, 0.145)  0.06
H (-4.122, 0.187, 0.955)  0.11
H (-3.680, 1.050, 2.957)  0.11
H (-0.776, 3.843, 4.344)  0.11
H (1.177, 1.607, 0.878)  0.11
H (4.574, 2.978, 0.274)  0.10
H (6.329, 4.521, 1.073)  0.11
H (5.967, 5.950, 3.035)  0.11
H (3.827, 5.902, 4.275)  0.11
H (1.275, 4.532, 4.191)  0.16
S (-1.723, -1.752, -1.952)  0.77
C (-1.811, -3.145, -0.903)  -0.77
N (-2.307, -4.259, -1.331)  0.06
N (-2.479, -5.314, -0.515)  0.01
C (-3.075, -5.268, 0.781)  -0.27
C (-4.138, -4.411, 1.053)  -0.05
C (-4.734, -4.428, 2.301)  -0.09
C (-4.286, -5.305, 3.285)  -0.09
C (-3.241, -6.169, 3.002)  -0.08
C (-2.630, -6.150, 1.753)  -0.03
N (-1.294, -3.095, 0.389)  0.10
N (-0.680, -2.071, 0.724)  0.01
C (-0.302, -2.061, 2.114)  -0.22
C (-1.003, -2.821, 3.046)  0.00
C (-0.651, -2.749, 4.383)  -0.05
C (0.392, -1.928, 4.793)  -0.06
C (1.090, -1.177, 3.857)  -0.05
C (0.741, -1.238, 2.518)  -0.03
H (-2.728, -6.129, -1.052)  0.14
H (-4.505, -3.749, 0.277)  0.11
H (-5.571, -3.771, 2.503)  0.11
H (-4.761, -5.322, 4.257)  0.10
H (-2.890, -6.862, 3.756)  0.11
H (-1.799, -6.807, 1.533)  0.12
H (-1.818, -3.453, 2.722)  0.09
H (-1.198, -3.337, 5.108)  0.11
H (0.662, -1.877, 5.839)  0.11
H (1.918, -0.552, 4.168)  0.11
H (1.304, -0.688, 1.782)  0.08
C (-2.100, 4.961, -3.863)  -0.06
C (-2.514, 4.483, -2.480)  -0.20
N (-2.427, 3.027, -2.324)  -0.06
C (-3.489, 2.239, -2.957)  -0.18
C (-3.048, 1.511, -4.223)  -0.05
C (-1.411, 2.425, -1.689)  -0.35
C (-0.275, 3.267, -1.186)  0.02
N (-1.377, 1.132, -1.506)  0.09
H (-2.171, 6.047, -3.919)  0.08
H (-2.746, 4.545, -4.636)  0.07
H (-1.072, 4.672, -4.088)  0.08
H (-3.548, 4.764, -2.276)  0.12
H (-1.912, 4.960, -1.712)  0.11
H (-4.293, 2.935, -3.191)  0.12
H (-3.904, 1.536, -2.227)  0.12
H (-2.687, 2.219, -4.968)  0.07
H (-3.893, 0.969, -4.646)  0.09
H (-2.255, 0.788, -4.033)  0.06
H (0.041, 3.988, -1.937)  0.10
H (0.567, 2.630, -0.946)  0.06
H (-0.570, 3.812, -0.286)  0.10
H (-2.214, 0.675, -1.853)  0.00
C (3.257, 0.077, -0.393)  -0.21
Si (1.973, -0.870, -1.425)  0.69
C (2.216, -0.188, -3.226)  -0.64
C (3.694, 0.022, -3.587)  -0.09
C (1.548, 1.187, -3.332)  -0.12
C (1.571, -1.103, -4.272)  -0.10
C (2.499, -2.730, -1.333)  -0.63
C (3.818, -2.952, -2.086)  -0.10
C (1.450, -3.682, -1.919)  -0.09
C (2.740, -3.141, 0.125)  -0.10
H (4.272, -0.262, -0.614)  0.04
H (3.115, -0.015, 0.686)  0.02
H (3.212, 1.140, -0.634)  0.01
H (4.209, 0.653, -2.859)  0.07
H (3.763, 0.525, -4.558)  0.09
H (4.246, -0.913, -3.668)  0.06
H (1.989, 1.900, -2.628)  0.07
H (0.474, 1.135, -3.154)  0.05
H (1.699, 1.597, -4.337)  0.09
H (2.081, -2.064, -4.345)  0.06
H (1.624, -0.632, -5.261)  0.09
H (0.518, -1.298, -4.051)  0.06
H (3.701, -2.833, -3.164)  0.06
H (4.161, -3.978, -1.910)  0.09
H (4.613, -2.282, -1.753)  0.08
H (1.194, -3.444, -2.952)  0.07
H (0.524, -3.674, -1.340)  0.04
H (1.834, -4.708, -1.899)  0.09
H (3.457, -2.492, 0.633)  0.08
H (3.144, -4.158, 0.153)  0.09
H (1.819, -3.152, 0.706)  0.06